Density functional theory data (ωB97M-V/def2-TZVPD) for a gas-phase ion, C5H13N2 (charge +2) in a non-equilibrium geometry.

```
20
Properties=species:S:1:pos:R:3:forces:R:3
C -1.587 -0.391 1.991 -0.10 -0.92 0.13
C -1.281 -1.159 0.690 0.76 0.90 1.32
C -0.735 -0.082 -0.356 -0.02 0.00 -1.53
C 0.606 0.425 -0.052 -2.39 1.84 -1.87
C 1.784 -0.091 -0.864 1.86 -0.61 1.27
N 1.544 0.121 -2.282 -2.04 -1.15 2.51
N 0.561 1.683 0.451 2.65 -1.02 -0.26
H -1.532 -1.093 2.833 0.20 0.11 -0.14
H -0.887 0.423 2.178 -0.21 0.03 0.16
H -2.619 -0.052 2.008 0.04 0.42 -0.20
H -2.166 -1.726 0.395 0.36 0.24 -0.76
H -0.410 -1.798 0.817 -0.34 -0.58 0.18
H -0.707 -0.533 -1.372 -0.17 -0.43 0.45
H -1.380 0.805 -0.417 -0.31 -0.31 0.44
H 2.708 0.464 -0.598 0.08 -0.26 -0.05
H 2.002 -1.153 -0.653 0.13 0.10 -0.30
H 0.589 0.505 -2.306 0.35 0.52 -1.64
H 1.744 -0.659 -2.917 0.60 0.38 -0.55
H 1.469 2.020 0.790 -0.06 0.15 -0.04
H 0.297 2.290 -0.335 -1.40 0.58 0.89
```
Positions in Å, forces in eV/Å.

Computed properties:
LUMO energy (alpha / beta) ... -11.56 / -14.00 eV
⟨S²⟩ ... 0.755
F_max ... 3.6 eV/Å
Net charge ... +2
HOMO level (alpha / beta) ... -19.5 / -19.5 eV
Spin multiplicity ... 2
Molecular weight ... 101.17 g/mol

Density functional theory data (ωB97M-V/def2-TZVPD) for a single C5H7N molecule.

```
13
Properties=species:S:1:pos:R:3:forces:R:3
C -1.449 0.075 0.566 -0.31 0.07 0.38
C -0.501 -0.875 -0.762 0.24 0.14 -0.04
C -0.343 0.537 -0.754 -0.03 0.10 -0.22
N 0.950 0.915 -0.390 -0.02 -0.08 0.07
C 1.598 -0.235 0.009 -0.04 -0.03 0.00
C 0.772 -1.300 -0.163 0.11 -0.04 0.06
H -1.572 -0.893 1.046 0.03 0.11 -0.10
H -1.029 0.760 1.314 0.00 -0.08 -0.14
H -2.422 0.413 0.216 0.18 -0.06 0.03
H -0.940 1.261 -1.300 0.08 -0.15 0.10
H 1.272 1.851 -0.206 -0.05 -0.12 -0.04
H 2.619 -0.181 0.374 -0.17 -0.03 -0.05
H 1.045 -2.328 0.049 -0.04 0.18 -0.05
```
Positions in Å, forces in eV/Å.

Computed properties:
LUMO energy ... 0.87 eV
F_max ... 0.5 eV/Å
Net charge ... 0
HOMO level ... -7.8 eV
Spin multiplicity ... 1
Molecular weight ... 81.12 g/mol

Density functional theory data (ωB97M-V/def2-TZVPD) for a single C3H7O2P molecule in a non-equilibrium geometry.

```
13
Properties=species:S:1:pos:R:3:forces:R:3
O 2.571 0.317 0.632 2.67 0.07 -0.30
P 1.626 -0.362 -0.535 -1.28 -1.48 1.47
C 0.213 0.824 -0.324 1.78 0.12 -0.11
C -1.018 0.140 -0.644 -2.64 -2.72 -1.37
C -1.681 -0.715 0.396 3.37 3.53 2.47
O -2.231 0.511 -0.013 -0.41 1.00 -0.18
H 3.562 0.261 0.413 -2.33 0.06 0.41
H 0.871 -1.403 0.396 1.27 1.24 -1.43
H 0.307 1.143 0.705 -0.41 0.04 0.35
H 0.421 1.677 -0.944 -0.09 0.52 -0.41
H -1.221 -0.269 -1.710 0.71 1.04 1.61
H -2.253 -1.520 0.182 -1.47 -2.67 -0.59
H -1.165 -0.604 1.446 -1.18 -0.74 -1.92
```
Positions in Å, forces in eV/Å.

Computed properties:
LUMO energy ... 0.64 eV
SMILES string ... OPC[C@H]1CO1
F_max ... 5.5 eV/Å
Net charge ... 0
HOMO level ... -9.3 eV
Spin multiplicity ... 1
Molecular weight ... 106.06 g/mol

Density functional theory data (ωB97M-V/def2-TZVPD) for 3 unconnected molecules or ions with the total composition C21H36NO3 in a non-equilibrium geometry.

```
61
Properties=species:S:1:pos:R:3:forces:R:3
C -1.543 1.066 3.940 0.12 0.00 0.04
C -1.259 -0.459 4.333 0.38 2.20 0.41
O -0.347 -1.006 3.346 -0.40 -1.01 -0.82
C -0.951 -2.004 2.549 -1.57 -0.14 0.76
C -2.245 -1.551 1.766 -1.06 -0.13 -0.62
C -2.301 -2.099 0.260 0.99 -0.53 0.81
C -0.965 -1.736 -0.579 -1.34 0.45 0.80
C 0.207 -1.432 0.420 0.16 -0.26 -1.11
C 1.654 -1.613 -0.168 0.10 0.15 -0.17
C 1.939 -0.816 -1.475 0.99 0.38 -2.69
C 2.656 -1.533 -2.566 -0.61 2.31 -0.37
C 3.001 -0.834 -3.815 -0.48 0.99 0.91
C 2.674 0.582 -4.048 -1.21 -0.99 2.77
C 1.947 1.284 -2.989 0.82 -2.56 0.36
C 1.601 0.586 -1.727 0.60 0.21 -0.56
C 0.855 1.448 -0.650 -0.57 -0.59 -0.71
N 0.071 -2.445 1.537 0.93 0.37 1.03
H -1.327 1.753 4.810 -0.44 -0.84 -0.84
H -2.590 1.225 3.576 0.90 -0.15 0.36
H -0.832 1.396 3.125 -0.74 -0.56 0.84
H -0.679 -0.402 5.299 -0.75 -0.61 -0.99
H -2.206 -1.049 4.429 0.95 0.38 -0.07
H -1.178 -2.876 3.239 0.24 0.58 -1.05
H -2.416 -0.437 1.799 0.52 -1.18 0.03
H -3.152 -1.997 2.271 1.06 0.58 -0.36
H -2.373 -3.226 0.370 0.07 1.10 -0.34
H -3.234 -1.788 -0.274 0.93 -0.07 0.61
H -1.190 -0.791 -1.152 0.51 -1.21 0.30
H -0.785 -2.613 -1.254 0.30 1.06 0.39
H 0.066 -0.436 0.905 0.16 -0.95 -0.39
H 1.800 -2.718 -0.378 -0.20 1.15 0.01
H 2.438 -1.367 0.615 -0.95 -0.03 -0.68
H 2.941 -2.610 -2.427 -0.31 1.25 -0.22
H 3.569 -1.348 -4.637 -0.70 0.31 1.11
H 2.932 1.163 -4.962 -0.11 -0.85 0.75
H 1.683 2.358 -3.110 0.26 -1.02 0.16
H -0.211 1.063 -0.615 1.05 0.59 0.20
H 1.299 1.387 0.377 -0.26 0.06 -0.92
H 0.778 2.517 -0.974 0.27 -0.97 0.35
H -0.123 -3.392 1.184 -0.16 0.42 0.00
H 0.978 -2.510 2.033 -0.41 0.08 -0.15
C -6.895 -0.619 2.152 0.24 0.10 -0.30
C -5.689 -0.303 2.997 0.14 0.15 -0.14
O -4.660 0.112 2.500 -0.19 -0.12 0.14
C -5.810 -0.520 4.483 0.38 0.11 0.00
H -6.666 -0.416 1.105 -0.01 0.00 0.09
H -7.156 -1.674 2.256 -0.18 0.08 0.13
H -7.735 0.008 2.455 -0.07 -0.19 0.08
H -6.023 -1.571 4.689 -0.22 0.08 0.05
H -6.603 0.111 4.888 -0.10 -0.19 0.02
H -4.869 -0.252 4.965 -0.08 0.01 -0.03
C 5.824 2.301 -4.065 -0.32 -0.09 0.14
C 5.298 3.591 -4.640 -0.35 0.15 0.01
O 4.125 3.889 -4.546 0.20 -0.14 -0.01
C 6.284 4.493 -5.335 -0.27 0.23 -0.06
H 5.003 1.756 -3.596 0.11 0.07 -0.03
H 6.246 1.684 -4.861 0.20 0.05 0.09
H 6.582 2.512 -3.309 0.15 -0.07 -0.16
H 6.728 3.974 -6.187 0.17 -0.01 0.13
H 7.063 4.802 -4.636 0.12 -0.14 -0.11
H 5.767 5.382 -5.698 0.02 -0.08 0.04
```
Positions in Å, forces in eV/Å.

Computed properties:
LUMO energy ... -2.64 eV
F_max ... 3.2 eV/Å
Net charge ... +1
HOMO level ... -11.2 eV
Spin multiplicity ... 1
Molecular weight ... 350.52 g/mol

Density functional theory data (ωB97M-V/def2-TZVPD) for a molecular structure, C32H36As2N3O8S4SbTi in a non-equilibrium geometry.

```
87
Properties=species:S:1:pos:R:3:forces:R:3
Ti 0.175 2.773 -0.015 -1.82 -0.33 -1.18
C 1.961 1.330 -2.415 -0.07 -0.20 0.01
C 2.722 1.597 -1.168 -0.08 0.00 -0.31
C 4.072 1.267 -1.117 0.33 0.12 0.42
C 4.838 1.581 -0.008 -0.38 -0.03 -0.31
C 4.221 2.279 1.021 -0.21 0.17 0.06
C 2.878 2.582 0.911 0.17 0.20 0.65
N 2.110 2.212 -0.130 2.31 -0.82 -0.20
Sb 1.927 3.752 2.465 -0.15 -0.61 -0.45
C 0.723 4.878 0.994 0.20 0.56 0.49
C 1.241 6.083 0.545 0.19 -0.33 0.29
C 0.430 6.921 -0.208 -0.59 -0.19 0.09
C -0.907 6.588 -0.360 0.45 0.13 0.28
C -1.373 5.370 0.117 -0.31 -0.11 0.07
C -2.804 4.990 -0.059 -0.08 -0.11 0.04
N -0.549 4.503 0.739 -0.39 1.82 0.19
C 0.500 2.126 2.778 0.54 0.36 0.52
C 0.626 1.353 3.917 0.15 0.20 -0.10
C -0.438 0.543 4.296 -0.10 0.17 -0.17
C -1.601 0.623 3.563 0.24 0.25 0.05
C -1.633 1.367 2.382 -0.20 -0.10 0.26
C -2.884 1.376 1.584 -0.05 0.06 -0.19
N -0.564 2.062 1.970 -0.13 -0.27 0.05
H 2.265 0.395 -2.880 -0.01 0.00 0.15
H 0.877 1.306 -2.242 0.30 0.07 -0.27
H 2.183 2.128 -3.128 -0.16 0.05 0.11
H 4.510 0.770 -1.966 0.02 -0.11 -0.14
H 5.882 1.316 0.047 0.13 -0.03 -0.03
H 4.762 2.605 1.898 0.09 -0.01 -0.02
H 2.280 6.328 0.732 -0.05 0.07 0.03
H 0.821 7.818 -0.661 0.08 0.13 0.03
H -1.592 7.244 -0.871 -0.05 0.05 -0.10
H -3.444 5.783 0.321 -0.03 0.10 0.12
H -3.037 4.865 -1.118 0.05 -0.02 0.12
H -3.029 4.067 0.472 -0.01 0.10 -0.08
H 1.534 1.404 4.505 -0.03 0.03 0.09
H -0.371 -0.097 5.161 -0.01 -0.04 0.12
H -2.485 0.094 3.871 -0.10 -0.13 -0.03
H -3.737 1.589 2.227 -0.01 0.02 0.08
H -2.842 2.094 0.766 -0.05 -0.24 0.18
H -3.019 0.375 1.181 -0.07 0.05 -0.06
S 0.957 4.276 -1.896 0.13 -0.03 0.17
S -0.074 3.743 -3.560 -0.54 -0.22 -0.47
S -1.928 3.296 -2.794 0.23 0.22 -0.54
S -1.497 1.838 -1.407 0.05 0.03 0.11
C -3.933 -0.968 -0.624 -0.38 -0.12 -0.23
O -2.509 -1.040 -0.650 0.21 -0.25 -0.05
C -1.958 -1.438 -1.808 -1.04 0.01 -0.05
O -2.592 -1.681 -2.803 0.25 0.20 0.08
C -0.488 -1.513 -1.758 0.66 -0.52 -0.53
C 0.076 -2.590 -2.363 -0.88 0.52 0.23
As -0.543 -4.345 -1.756 -0.26 -0.12 -0.06
C -2.508 -4.428 -1.909 -0.05 -0.09 -0.17
C -0.577 -3.631 0.118 0.09 0.13 -0.02
C -0.392 -2.431 0.675 -0.04 0.01 -0.10
As 0.242 -0.686 -0.169 0.89 -0.86 -0.03
C 2.122 -1.367 -0.219 -0.06 0.08 -0.02
C -0.870 -2.133 2.061 -0.43 0.10 0.03
O -2.011 -1.771 2.207 0.21 -0.14 0.14
O -0.010 -2.062 3.077 -0.33 0.21 0.24
C 1.311 -2.551 2.959 0.39 -0.19 -0.09
C -0.918 -4.726 1.062 0.08 0.06 0.46
O -1.007 -4.589 2.258 -0.05 -0.36 0.05
O -1.061 -5.887 0.425 -0.08 0.12 -0.20
C -1.322 -7.036 1.227 -0.09 -0.28 0.38
C 1.391 -2.602 -2.983 0.89 0.29 -0.34
O 2.045 -1.614 -3.259 -0.09 -0.41 0.03
O 1.736 -3.832 -3.380 -0.15 0.03 0.18
C 2.868 -3.918 -4.235 0.39 0.17 -0.22
H -4.240 0.053 -0.856 -0.03 -0.03 0.04
H -4.253 -1.268 0.372 0.09 0.09 0.00
H -4.352 -1.644 -1.372 0.02 0.11 0.11
H -2.810 -3.973 -2.851 0.03 -0.02 0.09
H -3.002 -3.930 -1.077 0.00 0.09 -0.03
H -2.796 -5.479 -1.908 0.14 0.03 0.04
H 2.597 -1.096 -1.156 -0.06 0.05 -0.03
H 2.142 -2.454 -0.125 -0.09 0.10 -0.01
H 2.702 -0.929 0.595 -0.17 0.04 0.04
H 1.614 -2.849 3.961 0.01 -0.02 -0.10
H 1.978 -1.763 2.596 -0.06 -0.08 0.05
H 1.359 -3.415 2.294 0.01 0.03 0.06
H -1.517 -7.852 0.537 0.01 0.08 0.04
H -2.180 -6.857 1.877 0.06 -0.04 -0.09
H -0.451 -7.259 1.846 -0.06 0.00 -0.04
H 2.891 -4.941 -4.601 0.00 0.07 0.03
H 3.780 -3.688 -3.678 -0.08 -0.04 -0.10
H 2.763 -3.208 -5.059 0.07 -0.15 0.08
```
Positions in Å, forces in eV/Å.

Computed properties:
LUMO energy (alpha / beta) ... -3.51 / -3.55 eV
⟨S²⟩ ... 0.757
F_max ... 2.5 eV/Å
Net charge ... +1
HOMO level (alpha / beta) ... -9.4 / -9.4 eV
Spin multiplicity ... 2
Molecular weight ... 1038.39 g/mol

Density functional theory data (ωB97M-V/def2-TZVPD) for a single C4H7N3 molecule.

```
14
Properties=species:S:1:pos:R:3:forces:R:3
C -1.598 1.076 0.690 -0.07 0.20 0.23
N -1.187 0.766 -0.677 0.09 -0.10 0.01
C 0.002 0.042 -0.647 -0.06 -0.11 -0.02
C 0.916 0.086 0.437 0.19 0.13 -0.13
C 1.808 -0.917 0.168 0.09 0.05 -0.15
N 1.440 -1.446 -1.015 0.27 -0.21 -0.05
N 0.337 -0.870 -1.543 -0.13 0.03 0.21
H -1.208 0.294 1.368 -0.66 0.27 -0.04
H -1.143 2.018 1.019 -0.14 -0.07 -0.08
H -2.682 1.184 0.768 0.17 -0.09 -0.06
H -1.902 0.308 -1.230 0.23 0.07 0.12
H 0.940 0.819 1.225 0.03 -0.30 0.13
H 2.627 -1.308 0.752 0.08 0.09 -0.21
H 1.911 -2.164 -1.536 -0.09 0.01 0.05
```
Positions in Å, forces in eV/Å.

Computed properties:
LUMO energy ... 1.08 eV
SMILES string ... CNc1cc[nH]n1
F_max ... 0.7 eV/Å
Net charge ... 0
HOMO level ... -8.2 eV
Spin multiplicity ... 1
Molecular weight ... 97.12 g/mol